Here is a structure of composition H36KO18 at a distorted geometry from OMol25. Energies are from ωB97M-V/def2-TZVPD.

The value obtained for the electronic energy is -1975.72452 Eh. As for the energy relative to the best compared isomer or geometry (same formula, charge and spin): 49.1 kcal/mol. The net charge is +1. For the orbital gap, the calculation gives 10.2 eV. Its largest force on an atom is 1.13 eV/Å.

XYZ file:
```
55
Properties=species:S:1:pos:R:3:forces:R:3
K -0.31730 -0.01931 -0.23198 0.133 -0.062 0.056
O 0.87965 0.71451 2.16105 -0.446 -0.373 -0.097
H 1.18201 1.62003 2.23064 0.007 0.663 0.218
H 1.54523 0.20321 2.62127 0.317 -0.515 0.115
O 0.03097 -1.44316 -4.27273 -0.262 -0.996 0.470
H 0.09110 -0.51363 -4.49316 -0.018 0.849 -0.394
H 0.92012 -1.77643 -4.39347 0.107 -0.073 -0.245
O -0.94819 0.56949 4.95723 -0.131 -0.242 0.116
H -1.41393 1.40271 5.02845 -0.125 0.202 0.120
H -0.47458 0.62944 4.12758 0.279 0.031 -0.401
O 3.97409 -0.99649 -1.64231 0.580 0.319 -0.051
H 4.07162 -1.61724 -0.92024 -0.068 -0.249 0.140
H 3.07428 -1.11957 -1.94472 -0.238 0.154 0.264
O 2.35624 1.77221 -3.28142 0.025 -0.206 -0.349
H 3.26621 1.86882 -3.56225 0.355 0.040 0.002
H 2.37203 1.96863 -2.34472 -0.136 0.090 0.537
O -1.44796 2.67318 -0.43458 0.400 -0.180 0.099
H -2.22292 2.69248 -0.99608 -0.211 -0.002 -0.336
H -1.66770 3.24925 0.29761 -0.142 0.115 0.268
O 0.58567 1.08873 -5.18273 -0.618 -0.279 -0.414
H 0.97933 0.76661 -5.99360 -0.038 0.006 -0.404
H 1.31066 1.11606 -4.55833 0.527 0.557 0.687
O 4.66693 1.73430 -1.26774 -0.164 0.698 0.177
H 4.33110 0.89018 -0.96624 -0.134 -0.746 -0.279
H 5.51888 1.82029 -0.83991 0.277 0.119 -0.019
O 1.29911 -1.86254 -1.54839 0.484 0.508 -0.118
H 1.64843 -2.22497 -2.36253 -0.289 -0.094 -0.337
H 0.85860 -2.60039 -1.12677 -0.460 -0.534 0.520
O -1.07354 -3.48614 2.80018 0.666 -0.492 0.014
H -1.13035 -2.55059 2.99447 -0.025 0.295 0.088
H -1.84163 -3.66572 2.25794 -0.386 0.350 0.116
O 1.54509 2.14399 -0.47870 0.015 -0.204 -0.121
H 0.81594 2.75089 -0.35125 -0.455 0.276 -0.230
H 2.21321 2.43817 0.14042 0.412 -0.059 0.037
O 1.48340 3.49464 2.79790 -0.060 -0.451 -0.177
H 0.89782 4.14353 2.40768 -0.218 0.300 0.017
H 2.35266 3.72999 2.47348 0.390 0.225 0.085
O -4.93241 0.56995 -1.42169 0.386 0.006 0.295
H -5.43989 1.27395 -1.01786 -0.297 0.203 -0.094
H -5.40441 0.36663 -2.22922 -0.116 -0.111 -0.281
O -5.05956 0.93092 1.81667 0.072 -0.014 0.144
H -5.84215 1.47851 1.87951 -0.283 0.107 0.213
H -4.77641 1.02052 0.90672 0.295 -0.222 -0.213
O -2.50850 -0.42504 1.38889 0.404 0.084 -0.301
H -2.96782 -0.34937 2.22527 -0.205 0.242 0.329
H -2.88122 -1.20627 0.98023 -0.060 -0.344 -0.096
O -0.54731 -3.19334 -0.10322 0.155 0.222 -0.435
H -1.15766 -3.67213 -0.66400 -0.279 -0.061 -0.272
H -0.48223 -3.72538 0.68982 0.177 0.003 0.736
O 3.37877 -1.23773 2.63655 -0.320 0.250 -0.095
H 4.05298 -0.56392 2.72397 0.253 0.155 0.100
H 3.86268 -2.03481 2.42036 0.036 -0.302 0.026
O -3.33072 -3.43527 1.17616 0.077 0.074 -0.277
H -3.49469 -4.36252 1.34804 -0.248 -0.410 -0.014
H -4.20175 -3.03989 1.14173 -0.400 0.075 0.059
```
Positions in Å, forces in eV/Å.

natural (NBO) charges, unit e, in atom order:
1 K 0.9649
2 O -0.9977
3 H 0.4927
4 H 0.4978
5 O -0.9662
6 H 0.4919
7 H 0.4469
8 O -0.9439
9 H 0.4665
10 H 0.4751
11 O -0.9549
12 H 0.4727
13 H 0.4846
14 O -0.9832
15 H 0.4901
16 H 0.5072
17 O -0.9700
18 H 0.4946
19 H 0.4825
20 O -0.9601
21 H 0.4713
22 H 0.4978
23 O -0.9718
24 H 0.4906
25 H 0.4725
26 O -0.9899
27 H 0.4740
28 H 0.5074
29 O -0.9579
30 H 0.4792
31 H 0.4740
32 O -0.9629
33 H 0.4883
34 H 0.4830
35 O -0.9444
36 H 0.4800
37 H 0.4799
38 O -0.9500
39 H 0.4635
40 H 0.4873
41 O -0.9449
42 H 0.4746
43 H 0.4702
44 O -0.9764
45 H 0.5009
46 H 0.4804
47 O -0.9774
48 H 0.4878
49 H 0.5055
50 O -0.9525
51 H 0.4723
52 H 0.4826
53 O -0.9715
54 H 0.4912
55 H 0.4939